[1]
Here is C6H13N in the gas phase from the OMol25 dataset. Energies are from the ωB97M-V functional and the def2-TZVPD basis.

Geometry (Å):
H 1.62331 -0.27638 -1.36936
C 2.14831 0.00933 0.55772
H -3.14319 0.42653 -1.48103
C 0.61368 -0.14183 1.13019
H 0.71938 0.47702 2.04471
H 2.03858 -1.69398 -0.56248
H 0.56626 -1.25565 1.15730
H 2.65992 -0.56599 1.32049
C -1.55857 0.37561 0.08400
H -2.25177 -1.49660 0.49799
H 0.24054 0.87249 -0.71375
N -2.21299 -0.61011 0.97318
C -0.26841 0.65428 0.25743
H 2.53957 1.12175 0.64236
H -1.38397 0.93730 -1.84477
H -2.57180 1.91751 -0.88034
C 2.33928 -0.69631 -0.69382
H 3.38329 -0.62487 -1.09683
H -3.20892 -0.37253 1.09266
C -2.27249 0.94243 -1.11564

HOMO-LUMO gap = 9.803 eV
highest occupied orbital energy = -8.8 eV
structure (SMILES) = CCC/C=C(/C)N
max |F| = 4.08 eV Å⁻¹
net charge = 0
energy relative to the best compared isomer or geometry (same formula, charge and spin) = 51.34 kcal/mol
DFT total energy = -291.07694 Ha

Which charges does natural (NBO) predict for the atoms? In e, they are:
1. H 0.192
2. C -0.374
3. H 0.214
4. C -0.436
5. H 0.225
6. H 0.201
7. H 0.214
8. H 0.191
9. C 0.211
10. H 0.362
11. H 0.187
12. N -0.850
13. C -0.265
14. H 0.195
15. H 0.223
16. H 0.222
17. C -0.618
18. H 0.214
19. H 0.355
20. C -0.662

[2]
Here is C6H13N in the gas phase from the OMol25 dataset. Energies are from the ωB97M-V functional and the def2-TZVPD basis.

Geometry (Å):
H -1.98807 1.87421 0.36690
H 0.24803 -1.68398 1.57630
H -2.70453 0.80294 -2.28577
H 1.96764 -0.02849 3.05791
H -1.18234 0.46576 -2.85479
C 2.19673 -0.78195 2.31702
C -1.32004 0.18140 -0.87288
C 0.97989 -0.35083 0.19926
H -0.19372 1.83592 0.18251
H -1.29955 2.31843 -1.10454
H 3.10045 -0.53347 1.76025
H 2.47955 -1.73611 2.76065
H 1.83718 0.16777 -0.18863
C 1.03925 -0.97307 1.36597
C -1.15117 1.60472 -0.28089
H 0.38759 -0.62222 -1.84445
H -2.07133 -0.30119 -0.23889
N -1.91197 0.17983 -2.21034
H -0.36065 -1.73410 -0.85396
C -0.05294 -0.68558 -0.85162

HOMO-LUMO gap = 10.275 eV
highest occupied orbital energy = -9.1 eV
structure (SMILES) = C/C=C/C[C@@H](C)N
max |F| = 1.75 eV Å⁻¹
net charge = 0
energy relative to the best compared isomer or geometry (same formula, charge and spin) = 21.45 kcal/mol
DFT total energy = -291.12457 Ha

Which charges does natural (NBO) predict for the atoms? In e, they are:
1. H 0.211
2. H 0.194
3. H 0.358
4. H 0.220
5. H 0.345
6. C -0.645
7. C -0.041
8. C -0.197
9. H 0.219
10. H 0.201
11. H 0.212
12. H 0.214
13. H 0.193
14. C -0.166
15. C -0.642
16. H 0.200
17. H 0.178
18. N -0.830
19. H 0.219
20. C -0.444

[3]
Here is C6H13N in the gas phase from the OMol25 dataset. Energies are from the ωB97M-V functional and the def2-TZVPD basis.

Geometry (Å):
H 1.19484 -1.36843 -0.94047
H -2.20491 -0.48715 0.56590
H 1.15239 2.30557 0.15861
C -0.62273 1.13262 -0.32901
H 2.39215 0.93821 -1.68964
H -0.06309 -2.47517 1.84600
H -1.55948 -1.86636 -0.25489
H 0.96849 0.46703 -2.42954
C 1.12536 -0.42101 -0.38216
H -0.75046 -1.02229 2.55438
C 0.71655 1.85917 -0.73188
H -1.35282 0.99643 -1.19622
H -1.85941 -2.25079 2.34859
H 0.70684 2.75571 -1.29928
H -1.02104 1.68411 0.51649
C -0.99417 -1.84769 1.90145
H 1.79271 -0.38307 0.60525
C 1.35596 0.71213 -1.40707
C -1.25960 -1.15432 0.47744
N -0.18920 -0.13990 0.29174

HOMO-LUMO gap = 9.268 eV
highest occupied orbital energy = -8.1 eV
structure (SMILES) = CCN1CCCC1
max |F| = 3.82 eV Å⁻¹
net charge = 0
energy relative to the best compared isomer or geometry (same formula, charge and spin) = 42.11 kcal/mol
DFT total energy = -291.09165 Ha

Which charges does natural (NBO) predict for the atoms? In e, they are:
1. H 0.193
2. H 0.186
3. H 0.211
4. C -0.217
5. H 0.217
6. H 0.205
7. H 0.180
8. H 0.208
9. C -0.232
10. H 0.211
11. C -0.428
12. H 0.171
13. H 0.207
14. H 0.216
15. H 0.197
16. C -0.618
17. H 0.200
18. C -0.428
19. C -0.205
20. N -0.473

[4]
Here is a molecular structure, C6H13N from the OMol25 dataset. Energies are from the ωB97M-V functional and the def2-TZVPD basis.

Geometry (Å):
H 2.30934 1.32130 0.32508
C 1.22305 1.31524 0.40532
H 0.62363 0.26316 -2.07554
N -0.85008 -0.24118 0.52744
H -3.09745 0.63762 -1.55514
H 0.95290 1.60757 1.41870
C 0.67148 -0.08004 0.08510
H 2.37899 -1.13038 0.93368
H 2.09673 -0.47794 -1.49648
C 1.01674 -0.45677 -1.36078
C -2.30799 1.11183 -0.99172
H 0.88244 -2.09258 0.82640
H -3.28655 -1.76918 1.52177
H -2.63916 -1.30792 1.49042
H -2.36042 2.18729 -0.96345
H 0.62672 -1.44263 -1.60728
C 1.29721 -1.10759 1.03564
H 1.02823 -0.86387 2.06166
C -1.40687 0.46081 -0.29673
H 0.84105 2.06526 -0.28407

HOMO-LUMO gap = 9.851 eV
highest occupied orbital energy = -8.9 eV
max |F| = 3.60 eV Å⁻¹
net charge = 0
energy relative to the best compared isomer or geometry (same formula, charge and spin) = 61.42 kcal/mol
DFT total energy = -291.06086 Ha

Which charges does natural (NBO) predict for the atoms? In e, they are:
1. H 0.219
2. C -0.631
3. H 0.218
4. N -0.437
5. H 0.247
6. H 0.220
7. C 0.126
8. H 0.199
9. H 0.221
10. C -0.639
11. C -0.646
12. H 0.213
13. H -0.024
14. H 0.018
15. H 0.237
16. H 0.218
17. C -0.606
18. H 0.216
19. C 0.419
20. H 0.210

[5]
Here is C6H13N in the gas phase from the OMol25 dataset. Energies are from the ωB97M-V functional and the def2-TZVPD basis.

Geometry (Å):
H 3.13561 0.37504 0.64917
H -3.10149 -0.21190 1.81867
H 3.49952 -1.30936 0.24245
H -2.59963 0.66055 -1.68766
C 1.44320 -0.72888 -0.15651
C -1.82814 0.99229 -0.99523
H 0.73812 1.31250 0.06850
N -0.77015 0.05008 -0.70698
H -1.55118 2.04438 -1.10921
C -2.26081 -0.60214 1.23751
H -1.48761 -0.91634 1.95151
C -1.61465 0.45936 0.38422
H -1.19201 1.24926 1.01180
C 2.93315 -0.42642 -0.07067
H 1.06270 -1.05813 0.82062
H -2.56966 -1.48955 0.68118
H 3.32125 -0.10658 -1.04486
C 0.61754 0.46375 -0.63085
H 1.25725 -1.55823 -0.84895
H 0.96701 0.80032 -1.61471

HOMO-LUMO gap = 10.368 eV
highest occupied orbital energy = -9.1 eV
structure (SMILES) = CCCN1C[C@H]1C
max |F| = 0.32 eV Å⁻¹
net charge = 0
energy relative to the best compared isomer or geometry (same formula, charge and spin) = 25.40 kcal/mol
DFT total energy = -291.11827 Ha

Which charges does natural (NBO) predict for the atoms? In e, they are:
1. H 0.201
2. H 0.210
3. H 0.212
4. H 0.201
5. C -0.397
6. C -0.249
7. H 0.161
8. N -0.410
9. H 0.183
10. C -0.613
11. H 0.209
12. C -0.073
13. H 0.170
14. C -0.608
15. H 0.195
16. H 0.219
17. H 0.201
18. C -0.212
19. H 0.207
20. H 0.189

[6]
Here is C6H13N in the gas phase from the OMol25 dataset. Energies are from the ωB97M-V functional and the def2-TZVPD basis.

Geometry (Å):
H 3.44888 0.12325 -0.46494
C -0.02307 -0.47877 -0.53978
H 2.14260 -0.18666 -1.90090
H -0.17403 -1.56104 -0.44033
H -1.07787 -0.10827 1.24493
C 2.39754 0.27752 -0.88651
H 2.29359 1.42970 -1.01961
H -2.59345 -0.35452 -1.30124
C 1.32178 -0.33784 0.03779
H -3.35929 -0.15161 0.42033
N -1.07652 1.63243 0.21621
C -1.19200 0.18451 0.20601
C -2.52855 -0.49247 -0.19182
H -1.22347 1.95992 1.20372
H -1.68422 2.17496 -0.34773
H 0.82751 -1.64811 1.66380
H 2.39118 -0.76414 1.83844
C 1.53486 -0.93769 1.22520
H -0.14538 -0.07888 -1.53667
H -2.37373 -1.55313 0.02144

HOMO-LUMO gap = 9.754 eV
highest occupied orbital energy = -8.7 eV
structure (SMILES) = C=C(C)C[C@H](C)N
max |F| = 2.35 eV Å⁻¹
net charge = 0
energy relative to the best compared isomer or geometry (same formula, charge and spin) = 31.78 kcal/mol
DFT total energy = -291.10810 Ha

Which charges does natural (NBO) predict for the atoms? In e, they are:
1. H 0.223
2. C -0.465
3. H 0.222
4. H 0.219
5. H 0.175
6. C -0.650
7. H 0.225
8. H 0.200
9. C 0.054
10. H 0.214
11. N -0.855
12. C -0.023
13. C -0.620
14. H 0.365
15. H 0.360
16. H 0.188
17. H 0.196
18. C -0.441
19. H 0.205
20. H 0.209

[7]
Here is C6H13N in the gas phase from the OMol25 dataset. Energies are from the ωB97M-V functional and the def2-TZVPD basis.

Geometry (Å):
H 1.83788 0.13847 -0.26590
N 0.07648 0.45945 0.78204
H -0.22674 -2.42837 -2.13964
H -0.70716 -0.21524 0.96766
H -0.35074 2.34160 2.61322
H -0.49126 0.56035 3.47191
C 0.33256 0.42661 -1.72235
H -0.37913 -0.65007 -3.27358
H 1.27703 -0.39570 2.16076
H 1.70735 1.22318 1.52318
H -1.37182 -1.94852 -0.80378
H 0.91283 1.72532 3.83488
C -1.13288 -1.88329 -1.89707
H 1.05564 0.94891 -2.50647
H -1.70356 0.20157 -2.38885
C 0.91778 0.64244 1.97726
C -0.79892 -0.45571 -2.31607
H -1.84844 -2.47553 -2.65077
C 0.77104 0.37000 -0.43880
C 0.12208 1.41455 3.07238

HOMO-LUMO gap = 8.457 eV
highest occupied orbital energy = -7.5 eV
structure (SMILES) = CC/C=C\NCC
max |F| = 2.84 eV Å⁻¹
net charge = 0
energy relative to the best compared isomer or geometry (same formula, charge and spin) = 76.99 kcal/mol
DFT total energy = -291.03606 Ha

Which charges does natural (NBO) predict for the atoms? In e, they are:
1. H 0.188
2. N -0.639
3. H 0.206
4. H 0.367
5. H 0.236
6. H 0.214
7. C -0.270
8. H 0.211
9. H 0.179
10. H 0.193
11. H 0.197
12. H 0.215
13. C -0.608
14. H 0.204
15. H 0.198
16. C -0.214
17. C -0.447
18. H 0.221
19. C -0.018
20. C -0.632

[8]
Here is C6H13N in the gas phase from the OMol25 dataset. Energies are from the ωB97M-V functional and the def2-TZVPD basis.

Geometry (Å):
H -0.92059 -0.27506 -3.54859
H 1.92200 0.33172 0.42020
C -1.40922 -0.38178 -1.42804
C 1.13572 -0.08853 1.01180
H 1.39156 -1.31059 2.56467
H -2.62364 0.16526 -3.16246
H -0.79688 -0.91299 0.98736
H 0.74905 -0.23241 -1.45091
C -1.56500 0.16264 -2.84537
C -0.16123 -0.66912 -1.00227
H 0.79925 1.54698 2.35768
H -1.16421 1.13364 -2.59707
H 0.64329 2.09884 0.52809
N 1.99823 -0.58440 2.17141
H -0.75308 1.21517 1.55547
H 2.12160 0.18196 2.88470
C 0.16387 -1.08421 0.42788
C 0.29683 1.32721 1.32426
H 0.45444 -2.10052 0.48111
H -2.28200 -0.52381 -0.67991

HOMO-LUMO gap = 10.230 eV
highest occupied orbital energy = -9.1 eV
structure (SMILES) = C/C=C/C[C@@H](C)N
max |F| = 4.08 eV Å⁻¹
net charge = 0
energy relative to the best compared isomer or geometry (same formula, charge and spin) = 53.17 kcal/mol
DFT total energy = -291.07401 Ha

Which charges does natural (NBO) predict for the atoms? In e, they are:
1. H 0.221
2. H 0.181
3. C -0.168
4. C -0.032
5. H 0.346
6. H 0.217
7. H 0.199
8. H 0.194
9. C -0.653
10. C -0.201
11. H 0.194
12. H 0.225
13. H 0.219
14. N -0.831
15. H 0.207
16. H 0.355
17. C -0.459
18. C -0.639
19. H 0.219
20. H 0.205